1.
{"formula": "C3H7N2S", "method": "wB97M-V/def2-TZVPD", "de_lowest_kcal_mol": 96.0, "spin_multiplicity": 1, "homo_lumo_gap_ev": 7.58, "total_charge": 1, "homo_ev": -13.959, "symbols": ["C", "C", "C", "N", "N", "S", "H", "H", "H", "H", "H", "H", "H"], "positions_angstrom": [[-0.321, 2.316, -0.384], [-0.715, -0.056, -0.044], [1.081, -1.461, 0.081], [-0.322, 1.089, 0.045], [-0.360, -1.300, 0.035], [-3.025, -0.154, 0.208], [-0.067, 2.989, 0.488], [-0.344, 2.664, -1.422], [1.443, -0.651, -0.557], [1.435, -1.176, 1.078], [1.257, -2.575, -0.312], [-1.011, -2.122, -0.107], [-2.643, -0.705, 1.436]]}



2.
{"formula": "C37H67F2HgN7O7S2", "method": "wB97M-V/def2-TZVPD", "de_lowest_kcal_mol": 80.7, "spin_multiplicity": 1, "homo_lumo_gap_ev": 1.50, "total_charge": 2, "homo_ev": -12.123, "symbols": ["Hg", "C", "C", "C", "C", "N", "C", "C", "C", "C", "C", "C", "C", "H", "H", "H", "H", "H", "H", "H", "H", "H", "H", "H", "H", "H", "H", "H", "H", "H", "H", "H", "H", "H", "H", "H", "H", "N", "S", "O", "O", "F", "S", "O", "O", "F", "N", "C", "C", "C", "C", "H", "H", "H", "H", "H", "N", "C", "C", "C", "C", "H", "H", "H", "H", "H", "N", "C", "C", "C", "C", "H", "H", "H", "H", "H", "N", "C", "C", "C", "C", "H", "H", "H", "H", "H", "N", "C", "C", "C", "C", "H", "H", "H", "H", "H", "C", "C", "O", "H", "H", "H", "H", "H", "H", "C", "C", "O", "H", "H", "H", "H", "H", "H", "C", "C", "O", "H", "H", "H", "H", "H", "H"], "positions_angstrom": [[-0.444, 2.372, 2.471], [-6.071, -5.751, -2.998], [-4.582, -5.335, -2.747], [-4.371, -4.407, -1.507], [-5.069, -3.030, -1.617], [-4.517, -2.061, -0.475], [-5.301, -0.715, -0.497], [-4.491, 0.256, -1.367], [-3.141, -0.453, -1.745], [-3.041, -1.626, -0.759], [-4.551, -2.701, 0.980], [-5.916, -3.139, 1.520], [-5.908, -3.832, 2.887], [-6.613, -4.846, -3.274], [-6.408, -6.256, -2.093], [-6.286, -6.465, -3.793], [-4.174, -4.831, -3.623], [-4.010, -6.255, -2.630], [-3.287, -4.290, -1.482], [-4.772, -5.022, -0.702], [-6.158, -3.037, -1.571], [-4.846, -2.492, -2.538], [-5.463, -0.407, 0.536], [-6.280, -0.956, -0.911], [-4.227, 1.173, -0.841], [-4.963, 0.491, -2.321], [-2.324, 0.268, -1.730], [-3.132, -0.782, -2.784], [-2.733, -1.287, 0.230], [-2.440, -2.496, -1.023], [-4.140, -1.971, 1.677], [-3.848, -3.530, 0.900], [-6.270, -3.907, 0.832], [-6.717, -2.405, 1.435], [-6.947, -4.109, 3.067], [-5.524, -3.209, 3.695], [-5.453, -4.818, 2.980], [0.729, 1.898, 0.672], [1.818, 1.036, 0.143], [3.155, 1.667, 0.032], [1.506, 0.020, -0.828], [2.048, 0.215, 1.559], [0.321, 2.559, -0.884], [-0.794, 1.996, -1.651], [1.371, 3.195, -1.692], [-0.436, 3.842, -0.257], [-0.046, -2.120, -2.415], [-0.939, -2.403, -3.415], [-1.162, -3.795, -3.446], [-0.334, -4.331, -2.508], [0.286, -3.307, -1.814], [0.360, -1.224, -2.185], [-1.311, -1.657, -4.102], [-1.808, -4.343, -4.116], [-0.250, -5.400, -2.377], [0.861, -3.212, -0.905], [3.625, -0.299, 4.366], [4.617, -0.049, 5.288], [5.724, -0.776, 4.959], [5.357, -1.651, 3.916], [4.003, -1.356, 3.559], [2.782, 0.250, 4.280], [4.503, 0.701, 6.057], [6.644, -0.806, 5.523], [6.002, -2.426, 3.529], [3.344, -1.808, 2.832], [-3.572, 4.480, -0.511], [-3.178, 5.312, -1.530], [-4.245, 5.285, -2.447], [-5.249, 4.493, -1.939], [-4.821, 4.071, -0.694], [-2.989, 4.199, 0.265], [-2.224, 5.818, -1.543], [-4.201, 5.805, -3.392], [-6.250, 4.350, -2.318], [-5.323, 3.534, 0.098], [5.045, -2.587, 0.468], [5.640, -1.393, 0.251], [5.041, -0.809, -0.855], [4.051, -1.669, -1.328], [4.033, -2.703, -0.456], [5.337, -3.237, 1.184], [6.405, -1.079, 0.946], [5.172, 0.178, -1.273], [3.450, -1.551, -2.218], [3.297, -3.486, -0.351], [4.430, 3.823, -1.376], [4.317, 4.954, -2.180], [5.504, 5.116, -2.816], [6.373, 4.108, -2.393], [5.686, 3.259, -1.562], [3.659, 3.283, -1.010], [3.402, 5.513, -2.307], [5.793, 5.886, -3.516], [7.404, 4.022, -2.701], [6.028, 2.356, -1.078], [1.261, 6.673, -0.210], [2.113, 5.866, 0.782], [1.778, 6.281, 2.109], [1.436, 6.294, -1.217], [1.577, 7.711, -0.314], [0.220, 6.496, 0.062], [3.185, 6.056, 0.734], [2.072, 4.778, 0.722], [1.331, 5.563, 2.564], [0.626, -2.834, 2.447], [-0.651, -2.523, 1.613], [-1.749, -2.313, 2.579], [0.998, -1.899, 2.867], [1.426, -3.168, 1.785], [0.489, -3.536, 3.269], [-0.809, -3.468, 1.093], [-0.550, -1.694, 0.912], [-1.738, -1.356, 2.656], [5.781, 3.203, 1.865], [5.412, 1.952, 2.596], [6.561, 1.265, 3.052], [5.009, 3.722, 1.297], [6.649, 2.995, 1.240], [6.219, 3.849, 2.626], [4.747, 1.358, 1.968], [4.803, 2.188, 3.468], [6.233, 0.652, 3.714]]}



3.
{"formula": "C10H21F6O8Y", "method": "wB97M-V/def2-TZVPD", "de_lowest_kcal_mol": 3.2, "spin_multiplicity": 1, "homo_lumo_gap_ev": 6.13, "total_charge": -2, "homo_ev": -1.265, "symbols": ["Y", "C", "C", "O", "H", "H", "H", "H", "H", "O", "H", "O", "H", "C", "O", "O", "C", "F", "F", "F", "C", "C", "H", "H", "H", "H", "H", "H", "C", "O", "O", "C", "F", "F", "F", "C", "C", "H", "H", "H", "H", "H", "H", "O", "H", "H"], "positions_angstrom": [[-0.916, -0.428, -2.253], [0.477, -3.156, 1.172], [0.761, -2.958, -0.358], [-0.187, -2.467, -1.143], [1.394, -3.494, 1.663], [-0.324, -3.885, 1.339], [0.119, -2.206, 1.588], [1.107, -4.006, -0.588], [1.721, -2.378, -0.354], [-2.980, -1.339, -2.136], [-3.647, -1.673, -1.542], [-1.150, -1.778, -4.092], [-0.737, -1.488, -4.914], [-1.438, 1.371, 0.618], [-2.279, 0.515, 1.440], [-1.605, 1.097, -0.621], [-1.690, 2.825, 1.015], [-0.989, 3.714, 0.307], [-2.975, 3.202, 1.098], [-1.243, 2.969, 2.322], [-1.649, 0.007, 2.582], [-2.579, -1.095, 3.096], [-3.558, -0.704, 3.405], [-2.831, -1.799, 2.305], [-2.150, -1.561, 3.989], [-1.479, 0.734, 3.384], [-0.717, -0.542, 2.399], [-0.421, 1.095, 0.947], [2.215, 0.818, -1.718], [1.745, 0.669, -0.357], [1.263, 0.475, -2.531], [2.756, 2.243, -1.949], [2.952, 2.459, -3.265], [1.980, 3.214, -1.449], [3.988, 2.477, -1.389], [2.774, 0.592, 0.621], [2.077, 0.442, 1.973], [2.843, 0.304, 2.740], [1.464, 1.331, 2.130], [1.430, -0.435, 1.971], [3.332, 1.528, 0.637], [3.365, -0.317, 0.460], [3.056, 0.101, -1.832], [-1.633, 0.979, -3.933], [-1.489, 1.914, -4.112], [-2.157, 0.635, -4.664]]}